{"formula": "ClH3O3P", "method": "ωB97M-V/def2-TZVPD", "orbital_gap_ev": 9.25, "lumo_ev": -6.69, "total_charge": 1, "multiplicity": 1, "symbols": ["O", "O", "O", "P", "Cl", "H", "H", "H"], "coordinates": [[1.75321, -0.97323, 2.09539], [1.13910, -1.30130, -0.45895], [-0.18043, 0.35865, 0.82803], [1.02560, -0.58922, 0.91353], [-2.70506, 1.64172, -0.69434], [-1.98785, 1.73530, -1.80159], [1.83170, -1.34108, -1.10786], [-0.87626, 0.46916, 0.22579]], "forces_ev_per_a": [[-0.3, 0.7, -0.6], [-1.1, 0.8, 1.5], [3.8, -1.0, 3.3], [-1.3, -0.6, -1.4], [0.9, -0.2, -0.9], [-0.7, 0.0, 0.8], [1.1, -0.2, -0.4], [-2.4, 0.4, -2.4]]}

=====

{"formula": "C3H5N3", "method": "ωB97M-V/def2-TZVPD", "orbital_gap_ev": 11.04, "lumo_ev": 1.15, "total_charge": 0, "multiplicity": 1, "smiles": "Cc1cn[nH]n1", "symbols": ["C", "C", "N", "N", "N", "C", "H", "H", "H", "H", "H"], "coordinates": [[-1.64104, -0.31591, 0.09560], [-0.16389, -0.11938, 0.05607], [0.72336, -1.05777, 0.35386], [1.89000, -0.47760, 0.05829], [1.83056, 0.78096, -0.33291], [0.54134, 1.02835, -0.35452], [-2.15391, 0.62772, 0.28847], [-1.99076, -0.68817, -0.86833], [-1.93979, -1.03430, 0.85685], [2.74467, -0.65964, 0.53146], [0.17077, 1.98886, -0.65411]], "forces_ev_per_a": [[-0.1, -0.1, 0.0], [0.0, -0.1, -0.1], [0.1, 0.3, 0.1], [0.0, 0.4, 0.1], [-0.4, 0.3, 0.0], [-0.2, 0.2, -0.3], [0.1, 0.0, 0.0], [0.0, 0.0, 0.0], [0.1, 0.0, 0.0], [0.5, -1.2, 0.2], [-0.1, 0.1, -0.1]]}

=====

{"formula": "C5H11NO2", "method": "ωB97M-V/def2-TZVPD", "orbital_gap_ev": 9.70, "lumo_ev": 0.50, "total_charge": 0, "multiplicity": 1, "symbols": ["C", "C", "C", "C", "C", "H", "H", "H", "H", "H", "H", "H", "H", "H", "H", "H", "N", "O", "O"], "coordinates": [[-0.55399, 0.76565, 0.22593], [0.74166, 1.10429, -0.65741], [1.56354, -0.23651, -0.48623], [0.55929, -1.27605, -0.10445], [-0.86132, -0.74528, -0.35482], [-2.50404, 1.01883, -0.87127], [-2.25410, 1.36303, 1.26710], [-0.39546, 0.96293, 1.43765], [0.56746, 1.56417, -1.65509], [1.44560, 1.88810, -0.15814], [2.28003, -0.63582, -1.30626], [2.02799, 0.38453, 1.40589], [0.68403, -2.28388, -0.43412], [0.59006, -1.51837, 0.97398], [-1.19176, -0.85247, -1.34123], [-1.64992, -1.66430, 1.08317], [-1.71686, 1.70757, 0.18165], [2.45388, 0.01164, 0.66985], [-1.78609, -1.55809, 0.12382]], "forces_ev_per_a": [[-0.8, 0.8, 0.5], [1.0, 1.0, 1.6], [1.5, 0.6, 0.6], [-1.1, -1.1, 0.7], [4.3, 2.0, 1.5], [2.2, 2.7, 3.9], [1.2, 1.3, -4.7], [0.8, -1.7, -2.9], [-0.4, -1.0, 0.4], [-1.5, -1.2, -0.7], [-1.3, 1.3, 1.2], [-1.4, 0.7, 1.2], [0.4, -0.6, -1.2], [0.1, 0.8, 0.0], [0.5, 1.7, -2.5], [-0.3, -0.2, -0.3], [-3.8, -4.0, -0.2], [1.5, -1.4, -2.7], [-2.8, -1.6, 3.6]]}

=====

{"formula": "C4H9N2O", "method": "ωB97M-V/def2-TZVPD", "orbital_gap_ev": [9.02, 7.73], "lumo_ev": [-4.60, -5.64], "total_charge": 1, "multiplicity": 1, "symbols": ["C", "C", "C", "C", "N", "N", "O", "H", "H", "H", "H", "H", "H", "H", "H", "H"], "coordinates": [[0.52372, -1.86430, 0.25439], [-1.38706, -0.33785, 0.19462], [-2.55200, 0.38685, -0.19810], [2.11673, 0.81829, -0.53429], [-0.59170, -1.20165, 0.19254], [0.39417, 1.19171, 0.96846], [1.42296, 0.40073, 0.71545], [0.91027, -2.32185, -0.65895], [0.81617, -2.35481, 1.08500], [-3.47220, -0.27195, -0.46615], [-2.23912, 0.69856, -1.24888], [-2.87756, 1.29906, 0.36179], [1.89348, 1.83983, -0.84309], [1.74668, 0.08990, -1.29976], [3.25695, 0.63107, -0.37862], [0.03851, 0.99643, 1.85559]], "forces_ev_per_a": [[-0.3, 0.1, -3.0], [1.0, 0.4, 0.3], [-2.2, 0.2, -2.3], [1.2, -1.8, -0.4], [-0.6, 0.1, 0.3], [0.3, 0.4, -3.5], [0.2, 1.0, 0.4], [0.0, 0.8, -0.1], [0.6, -1.2, 3.1], [1.5, 0.8, 1.0], [-0.3, 0.1, 1.2], [0.7, -1.0, -0.2], [-0.1, -0.1, 0.5], [0.5, 0.8, 0.5], [-2.2, 0.4, 0.0], [-0.1, -1.0, 2.4]]}

=====

Across the entries above, relative energy (zero: lowest compared OMol25 entry of this formula, charge and spin) takes the values 61.0, 22.0, 142.6, 172.9 kcal/mol, respectively.